No. 1
Here is a cluster of 6 separate species, H12O6 in total at a distorted geometry from OMol25. Energies are from ωB97M-V/def2-TZVPD.

Output
E_HOMO (eV): -10.559
Lowest unoccupied orbital energy (eV): 0.56
2S+1: 1
Energy above the lowest of the compared OMol25 structures with the same formula, charge and spin (kJ/mol): 301.5
Orbital gap (Ha): 0.4086

Element x y z (Å)
O1 -0.27671 3.36816 2.61664
H1 -2.21898 -2.03559 -0.27847
O2 2.44767 2.74915 2.42341
O3 0.70848 -1.47096 -6.14666
H2 -0.93050 1.97580 0.17106
H3 3.09961 2.06406 2.37214
H4 0.23823 -0.66074 -6.53721
H5 0.04047 -4.91809 1.08960
O4 -0.63843 -4.85025 0.54092
H6 1.75042 2.11385 2.92129
O5 -1.36012 -2.16156 0.35572
H7 -1.52442 -2.92701 0.94071
H8 -0.33902 -4.77154 -0.39818
H9 0.02014 -1.96846 -5.79129
H10 -1.06768 3.84999 2.72640
H11 0.04501 2.85328 0.63202
O6 -0.52124 2.82060 -0.27111
H12 0.52707 3.96929 2.63300

***

No. 2
Here is a structure of composition C3H2O2Rh at a distorted geometry from OMol25. Energies are from ωB97M-V/def2-TZVPD.

Output
E_HOMO (spin up / spin down) (eV): -16.142 / -21.418
Total charge: +2
Lowest unoccupied orbital energy (spin up / spin down) (eV): -11.98 / -14.46
2S+1: 6
Energy above the lowest of the compared OMol25 structures with the same formula, charge and spin (kJ/mol): 71.4
Orbital gap (spin up / spin down) (Ha): 0.1528 / 0.2556

Element x y z (Å)
C1 -0.31951 -0.34458 -0.01108
H1 -2.06294 -1.78855 0.17626
C2 -1.64907 -0.84306 -0.16143
Rh1 2.73815 0.03946 -0.00440
C3 -2.15103 0.44889 -0.17279
O1 0.83324 -0.58134 0.13938
H2 -3.11622 0.84195 0.16062
O2 -1.01026 1.16657 -0.02682

***

No. 3
Here is the molecule C22H23FN4O4 at a distorted geometry from OMol25. Energies are from ωB97M-V/def2-TZVPD.

Output
E_HOMO (eV): -8.241
Lowest unoccupied orbital energy (eV): -0.19
2S+1: 1
Energy above the lowest of the compared OMol25 structures with the same formula, charge and spin (kJ/mol): 0.0
Orbital gap (Ha): 0.2959

Element x y z (Å)
N1 -5.17918 0.29005 -0.11744
H1 -0.93151 2.34476 -1.43056
H2 3.28274 1.97299 -1.58571
C1 -0.86825 1.31555 1.63685
H3 2.58805 -1.50153 -0.72397
O1 -4.78447 -0.27012 2.25447
N2 -3.62808 1.56799 -1.39506
O2 1.00976 3.66174 0.19307
H4 4.01835 1.80939 1.35736
H5 -6.99066 0.11803 -0.63892
H6 -4.94287 -3.79478 -0.60779
H7 8.15717 -2.62604 1.00632
C2 6.07666 -2.34432 1.09184
C3 4.96223 -1.49634 0.48763
C4 1.85849 0.26804 0.66238
H8 3.93761 -1.93054 0.74172
C5 7.24797 -1.99614 0.75724
C6 -0.47394 2.00359 0.53643
H9 -6.93412 0.25335 1.00756
H10 8.45360 -0.68669 -0.57718
H11 -2.30253 0.12018 2.91385
H12 5.00343 2.01343 -0.77476
C7 5.17582 -0.51209 -0.36097
C8 2.61099 -0.31915 -0.58211
N3 4.01279 0.31340 -1.14367
H13 -0.07072 1.10792 2.61271
C9 -2.96850 0.92278 0.95053
C10 -5.65680 -3.38799 -1.23209
C11 6.42006 -0.42003 -0.73241
O3 -5.65013 -2.01027 -1.13960
C12 -6.28892 -1.55702 0.03970
C13 4.02707 1.59875 -1.11951
N4 1.96023 1.61160 0.38620
H14 -5.13180 -3.62744 -2.16701
H15 -7.44093 -2.01374 0.04802
F1 6.69154 0.95263 -1.59786
C14 7.54221 -0.75110 -0.27391
H16 -3.30061 1.90496 -2.09886
H17 5.91171 -3.08319 1.72692
C15 -4.35348 0.28983 0.98140
H18 2.05502 -0.17779 -1.60471
C16 -6.47343 -0.15676 0.12366
H19 0.94205 -0.07026 0.59934
C17 -4.95763 1.01661 -1.10561
C18 -2.01755 0.55684 1.81736
C19 -1.31593 1.87989 -0.49957
C20 1.03927 2.53414 0.25712
H20 3.14041 3.37139 0.34875
O4 -5.79591 1.16166 -1.87097
H21 -6.01927 -1.97521 0.97736
H22 2.40353 -0.10822 1.33049
C21 -2.69989 1.46453 -0.39527
C22 3.32401 2.20184 0.33443
H23 -6.67568 -3.81112 -1.40526

***

No. 4
Here is a structure of composition C39H64FGeNO4PW at a distorted geometry from OMol25. Energies are from ωB97M-V/def2-TZVPD.

Output
E_HOMO (spin up / spin down) (eV): -13.265 / -13.743
Total charge: +2
Lowest unoccupied orbital energy (spin up / spin down) (eV): -6.86 / -7.58
2S+1: 2
Energy above the lowest of the compared OMol25 structures with the same formula, charge and spin (kJ/mol): 0.0
Orbital gap (spin up / spin down) (Ha): 0.2354 / 0.2266

Element x y z (Å)
N1 1.87140 -9.77806 1.23405
H1 1.72651 1.58845 -3.13415
H2 3.49407 0.37088 3.05369
C1 4.37443 -1.96803 -1.04841
H3 6.13449 -1.49858 0.95664
H4 5.62244 0.10746 1.44403
H5 0.03429 -0.98276 3.66513
H6 -3.03029 -0.21154 2.30452
C2 -4.59621 2.29081 1.44721
H7 1.84414 -7.25509 -1.13888
H8 -5.64640 2.58495 1.45341
H9 5.30340 -2.43931 -1.37170
H10 -3.64037 1.67337 -5.69340
H11 -4.39452 0.33825 -2.09947
H12 1.52370 -4.42047 2.91291
H13 -3.06649 3.17686 -5.01365
H14 -4.04615 -0.14305 0.20193
H15 5.26805 0.22669 -2.30226
H16 -0.73691 0.61517 3.80546
C3 1.36161 0.67713 3.28135
H17 -1.79718 -0.47319 -2.59364
H18 3.12851 4.94064 -2.00645
H19 -3.81951 -0.25081 -3.62899
C4 -2.35623 2.64629 2.50645
H20 0.53810 4.55962 -1.08221
C5 -1.75109 1.49448 -4.65489
W1 1.42464 0.13645 0.07415
H21 -1.49808 -0.77771 1.66341
C6 3.10930 4.14854 -1.25752
H22 -1.14233 -3.48184 1.53670
C7 1.81313 -8.63603 1.13196
H23 -3.28915 -1.73995 -1.71155
H24 4.12079 3.72102 -1.24014
H25 -4.57743 1.22102 1.67733
H26 -4.56703 1.98290 -0.69465
C8 0.17650 0.04965 3.98681
H27 -3.87414 2.70236 -2.85930
H28 -4.21367 3.60966 -0.19138
H29 0.58745 4.16197 -2.80663
H30 -2.26759 1.59163 2.78612
H31 -2.67727 -2.49881 3.06740
O1 1.11773 0.54666 1.81792
C9 -2.58051 -0.91614 1.60618
P1 -2.02991 0.66038 -0.61284
H32 1.29406 2.35220 4.61848
H33 3.74600 -1.81430 -1.92590
H34 -0.07937 2.99982 -1.65469
C10 5.65497 0.16175 -1.28588
H35 2.85374 -0.01355 4.64546
H36 -2.63877 -4.32816 1.20912
H37 5.80592 1.17347 -0.89508
H38 3.42374 1.80770 -2.68586
C11 -3.82531 3.04963 2.51915
C12 1.51467 -1.82635 0.50575
H39 -4.25895 2.86481 3.50230
C13 -3.06233 -0.62199 0.16640
C14 1.57203 -3.04106 0.62528
C15 -4.01961 1.88475 -3.57176
H40 -0.69693 2.47704 1.13335
H41 1.62520 -6.88625 3.12492
H42 -1.80352 3.21464 3.25788
C16 1.77837 -6.62567 -0.26264
C17 5.27460 -0.82998 1.00145
C18 -2.50185 2.33648 -0.06528
C19 -2.07725 -2.89585 -0.32682
H43 3.87555 -2.64001 -0.35777
C20 2.05753 3.11871 -1.63662
C21 -1.33368 1.51697 -3.18659
H44 2.61417 3.01538 -3.68717
H45 -1.45335 2.53931 -2.81060
C22 -2.21493 0.52360 -2.40645
C23 2.47759 2.32426 -2.85463
O2 -0.50860 0.51985 -0.30794
C24 1.72229 -5.25130 -0.38526
H46 2.44807 2.56542 3.30866
F1 1.37043 -0.30133 -1.75557
H47 1.74335 -4.78727 -1.36206
O3 1.93952 2.16936 -0.46540
Ge1 3.46677 1.87286 0.57971
C25 0.69166 3.75505 -1.80054
H48 -1.61046 3.96106 0.99220
H49 -2.17195 2.91902 -0.93307
C26 -3.20903 -1.92946 -0.64384
C27 1.59681 -5.04278 2.03130
H50 2.55639 -1.12269 3.29643
H51 2.88638 4.61356 -0.29468
C28 2.64377 -0.07274 3.57728
H52 -3.91108 4.12536 2.33455
H53 -1.02557 2.03400 -5.26328
C29 -3.15153 2.10649 -4.82014
O4 3.47381 0.21025 -0.31918
C30 -4.02690 2.56116 0.05653
H54 4.52968 -1.29016 1.65180
C31 1.65308 -6.41659 2.15180
H55 -4.16213 -2.37935 -0.35752
C32 -1.71070 2.88297 1.14457
C33 1.74616 -7.20505 1.00497
C34 4.72593 -0.64889 -0.39799
H56 -0.28532 1.24324 -3.06151
H57 0.69900 2.71352 3.00025
H58 0.37127 0.04955 5.05927
H59 -3.99050 -2.50545 1.92306
C35 -2.15289 -3.35384 1.14290
C36 -3.68782 0.55383 -2.90208
H60 -1.12336 -2.39540 -0.51906
C37 1.46204 2.16839 3.55729
H61 6.63238 -0.31889 -1.32014
H62 -2.11289 -3.75388 -0.99877
C38 1.63287 -4.45424 0.76194
H63 -1.73998 0.45961 -5.00836
C39 -2.91330 -2.34820 2.01261
H64 -5.07611 1.90367 -3.83906

***

No. 5
Here is a cluster of 6 separate species, H12O6 in total at a distorted geometry from OMol25. Energies are from ωB97M-V/def2-TZVPD.

Output
E_HOMO (eV): -9.234
Lowest unoccupied orbital energy (eV): 0.30
2S+1: 1
Energy above the lowest of the compared OMol25 structures with the same formula, charge and spin (kJ/mol): 358.9
Orbital gap (Ha): 0.3503

Element x y z (Å)
H1 -3.63102 -0.82027 -1.47882
H2 -1.88122 1.58725 0.51073
O1 -0.88821 -1.57146 1.22697
O2 0.35761 1.95487 -0.37912
H3 3.26011 -1.48434 -0.73462
H4 0.55157 2.40365 -1.20976
H5 1.56520 1.15749 0.32707
O3 3.08294 -1.95777 0.08603
H6 -0.30167 1.29367 -0.61819
H7 2.91511 0.94543 -0.33837
H8 -0.76099 -2.22834 0.53320
H9 -1.17086 -0.78134 0.75284
H10 -3.12815 -2.19797 -1.07994
H11 -1.19744 2.23858 1.70164
O4 -3.11445 -1.27465 -0.80377
H12 3.47389 -1.39976 0.76777
O5 1.99783 0.65114 -0.36965
O6 -1.13024 1.48382 1.10598

***

No. 6
Here is a structure of composition C3H6N7 at a distorted geometry from OMol25. Energies are from ωB97M-V/def2-TZVPD.

Output
E_HOMO (spin up / spin down) (eV): -11.227 / -14.678
Total charge: +1
Lowest unoccupied orbital energy (spin up / spin down) (eV): -3.40 / -7.63
2S+1: 3
Orbital gap (spin up / spin down) (Ha): 0.2875 / 0.2592

Element x y z (Å)
H1 -0.64409 -0.33014 -2.62980
N1 1.15489 1.12645 -0.24154
H2 -2.23846 -1.50412 0.29072
N2 -0.93074 0.31756 -1.89448
C1 -1.55687 1.45538 -2.23792
N3 -1.13686 -0.10314 -0.63475
N4 -0.57067 -3.32357 -1.62142
N5 -2.05952 2.44867 -2.48685
H3 2.02130 1.52415 0.10669
N6 -1.51175 -1.37946 -0.41067
C2 -1.01713 -2.44439 -1.04312
N7 0.64906 -0.36895 1.48674
H4 1.48597 -0.19327 2.04170
C3 0.42675 0.25382 0.37635
H5 0.82392 1.49600 -1.12889
H6 -0.00028 -1.04938 1.85305